*i*
Formula: C7H8
Source: the Open Molecules 2025 dataset
Level of theory: ωB97M-V/def2-TZVPD

Frontier orbital gap   8.1297 eV

Element x y z (Å)
C 1.198 -1.038 -0.536
C 0.006 -0.284 0.072
C -0.133 -0.545 1.580
C 0.082 1.170 -0.222
C -0.182 2.290 -0.654
C -1.265 -0.461 -0.685
C -2.278 -0.224 -1.377
H 1.280 -0.828 -1.606
H 1.016 -2.109 -0.414
H 2.138 -0.781 -0.035
H 0.783 -0.284 2.122
H -0.978 0.014 1.990
H -0.332 -1.611 1.718
H -0.266 3.315 -0.951
H -1.070 1.377 -1.000

These are the Löwdin partial charges, in e, on atoms 1 to 8: -0.034, -0.566, -0.034, 0.021, 0.186, -0.308, -0.080, 0.093



*ii*
Formula: C7H8
Source: the Open Molecules 2025 dataset
Level of theory: ωB97M-V/def2-TZVPD

Structure (SMILES)   Cc1ccccc1
Frontier orbital gap   9.8540 eV

Element x y z (Å)
C -1.001 2.212 -0.400
C -0.009 0.083 -1.173
C -0.237 0.949 -0.051
C 0.004 0.386 1.246
C 0.411 -0.975 1.359
C 0.770 -1.790 0.233
C 0.373 -1.339 -1.017
H -2.075 2.074 -0.120
H -0.494 3.164 0.005
H -1.083 2.132 -1.603
H -0.242 0.294 -2.303
H -0.375 0.953 2.046
H 0.466 -1.396 2.389
H 1.404 -2.643 0.398
H 0.538 -1.729 -2.001

These are the Löwdin partial charges, in e, on atoms 1 to 8: -0.085, -0.058, -0.295, -0.047, -0.082, -0.104, -0.085, 0.080



*iii*
Formula: C7H8
Source: the Open Molecules 2025 dataset
Level of theory: ωB97M-V/def2-TZVPD

Frontier orbital gap   8.3978 eV

Element x y z (Å)
C -0.284 1.417 0.835
C 0.211 0.239 0.017
C -0.341 0.003 -1.324
C -0.731 -0.994 -0.185
C -2.114 -0.841 0.111
C 1.592 -0.149 0.243
C 2.735 -0.464 0.448
H 0.251 2.326 0.544
H -1.355 1.550 0.672
H -0.110 1.238 1.900
H -0.192 -1.941 -0.250
H -1.132 0.660 -1.669
H 0.286 -0.437 -2.092
H -2.563 -1.854 0.120
H 3.747 -0.754 0.633

These are the Löwdin partial charges, in e, on atoms 1 to 8: -0.036, -0.472, -0.026, -0.314, 0.151, -0.086, 0.137, 0.089



Out of the structures above, which one is the most stable? Solution: *ii*.